(1)
{
  "formula": "C22H45N4O7S",
  "method": "ωB97M-V/def2-TZVPD",
  "symbols": ["C", "O", "H", "C", "H", "C", "C", "H", "H", "H", "H", "H", "C", "H", "C", "H", "C", "H", "C", "H", "C", "H", "C", "H", "C", "O", "H", "H", "H", "H", "O", "C", "H", "N", "H", "H", "H", "C", "H", "C", "N", "N", "H", "C", "H", "H", "H", "H", "H", "H", "C", "H", "H", "H", "H", "H", "O", "H", "H", "C", "H", "O", "N", "H", "C", "H", "H", "H", "H", "C", "H", "C", "O", "C", "C", "O", "S", "H", "H"],
  "positions_angstrom": [[4.35, 0.04, -0.84], [-1.24, -3.56, 0.42], [-2.30, 6.98, 1.73], [4.57, -1.56, -4.92], [3.88, -0.98, -0.71], [2.18, 0.77, 0.48], [4.57, 0.47, -6.11], [0.10, -1.53, 1.26], [-3.45, -1.87, 0.68], [6.16, 0.50, 0.49], [-7.38, -4.11, 0.87], [-5.80, -0.96, 2.52], [-7.08, -3.10, 1.17], [5.06, -1.45, -7.04], [-8.25, -2.16, 1.36], [5.64, 0.71, -6.07], [3.95, 0.68, -4.74], [6.51, 0.21, -1.35], [5.26, -2.54, 1.88], [-6.40, -2.71, 0.40], [6.29, -1.64, -0.09], [-0.53, 5.55, 1.02], [-1.70, 6.58, 2.55], [-1.73, 1.83, 1.12], [-0.03, 0.69, 0.97], [4.13, -0.54, -4.01], [7.31, -1.82, -0.55], [3.52, 2.07, -0.66], [5.44, -3.66, 2.04], [3.35, -1.21, -6.65], [6.43, -1.89, 1.33], [4.37, -1.01, -6.32], [-3.84, -0.19, -0.01], [1.84, -0.58, 0.76], [-3.69, 4.59, 2.24], [4.40, 1.51, -4.19], [-3.35, -3.73, -1.41], [-2.99, -0.89, 0.30], [-2.04, 5.78, 4.51], [-2.59, 5.91, 3.57], [-1.34, 0.88, 1.19], [0.52, -0.62, 1.05], [-6.66, -1.46, 3.99], [-6.41, -3.05, 2.52], [-2.71, -1.15, -1.88], [-1.19, -0.54, -1.11], [2.87, 0.87, -4.81], [5.08, -2.08, 2.91], [4.32, -2.41, 1.25], [-1.73, -1.03, 2.19], [-2.06, -1.24, -0.94], [4.32, 0.30, -1.96], [4.11, 1.09, -6.88], [5.57, -2.39, -0.56], [5.63, -1.75, -4.71], [-1.10, 7.39, 2.95], [-7.83, -1.17, 2.30], [4.01, -2.48, -4.74], [-9.11, -2.68, 1.77], [-2.24, -0.24, 1.53], [-3.05, 0.20, 2.21], [-2.49, -3.87, -1.88], [1.01, 1.61, 0.61], [-3.01, 3.77, 3.66], [-6.60, -1.60, 2.91], [2.45, -1.40, 0.75], [-5.36, -3.35, 2.51], [-8.55, -1.67, 0.43], [4.30, 1.50, 0.94], [3.64, 1.19, 0.06], [-6.94, -3.70, 3.22], [-2.84, 4.55, 2.93], [-0.10, -2.98, -1.69], [5.91, -0.12, -0.43], [-0.85, 5.42, 2.05], [-1.67, 4.24, 2.15], [-1.40, -2.97, -0.95], [0.03, 5.27, 2.68], [-3.51, 6.45, 3.77]],
  "lowdin_charge": [-0.16, -0.33, 0.12, -0.20, 0.08, -0.13, -0.17, 0.15, 0.12, 0.11, 0.12, 0.10, -0.18, 0.12, -0.20, 0.12, -0.21, 0.12, -0.11, 0.10, -0.22, 0.12, -0.17, 0.16, -0.27, -0.18, 0.13, 0.13, 0.11, 0.12, -0.21, -0.17, 0.13, 0.10, 0.12, 0.11, 0.09, -0.18, 0.12, -0.17, 0.08, 0.10, 0.12, -0.18, 0.13, 0.11, 0.12, 0.10, 0.06, 0.14, -0.22, 0.09, 0.12, 0.12, 0.12, 0.12, -0.13, 0.12, 0.12, -0.16, 0.14, -0.17, 0.18, 0.12, -0.21, 0.15, 0.11, 0.12, 0.13, -0.08, 0.12, -0.21, -0.33, -0.13, -0.20, -0.18, 0.71, 0.12, 0.12],
  "energy_ha": -2008.75594,
  "gap_ev": 8.96,
  "total_charge": 1,
  "lumo_energy_ev": -2.60
}

---

(2)
{
  "formula": "C22H46Cl2NO23PS5",
  "method": "ωB97M-V/def2-TZVPD",
  "symbols": ["C", "O", "Cl", "H", "H", "O", "H", "H", "H", "S", "H", "S", "O", "C", "H", "H", "H", "H", "H", "C", "H", "O", "H", "C", "H", "O", "H", "H", "O", "O", "C", "H", "C", "Cl", "O", "H", "O", "H", "N", "H", "H", "C", "C", "S", "O", "O", "H", "H", "P", "C", "H", "H", "H", "H", "O", "O", "O", "C", "H", "O", "C", "H", "C", "C", "C", "O", "H", "H", "H", "O", "C", "H", "H", "H", "O", "C", "O", "C", "C", "H", "C", "H", "C", "O", "O", "S", "H", "H", "C", "H", "H", "H", "H", "H", "H", "H", "C", "S", "O", "O"],
  "positions_angstrom": [[3.77, -2.06, 0.33], [-5.01, -0.68, -7.66], [2.92, -4.13, -1.23], [-3.54, 0.28, -5.02], [-3.98, -1.44, -5.00], [3.02, 0.79, 4.23], [-5.96, -0.30, 2.79], [-4.23, 3.44, -7.78], [1.69, 1.92, -3.15], [-6.23, -1.43, 0.05], [-0.03, 3.17, -0.26], [-1.22, 1.02, 3.14], [-1.47, 1.80, 4.50], [-0.51, -0.25, -0.85], [1.30, 1.79, -1.44], [-0.79, 4.62, -0.94], [-5.65, 2.25, -6.18], [-4.17, -1.95, 2.69], [1.20, -1.57, 0.77], [-3.18, -0.73, -4.80], [4.22, -2.91, 0.84], [-0.91, -1.57, -0.53], [3.44, -1.35, 1.08], [-0.55, 2.90, 4.62], [2.48, -1.87, -1.41], [-5.35, -2.31, 1.04], [7.37, -0.25, 5.81], [1.58, -3.03, 5.44], [-6.00, 0.11, -9.78], [10.88, -2.06, 4.37], [8.13, -0.03, 5.05], [-3.44, -2.82, -1.78], [-5.25, -0.19, 1.98], [1.18, -3.77, 1.45], [-0.24, 1.30, -2.72], [0.91, -0.37, -2.49], [-2.44, 0.97, 2.41], [1.36, 4.13, -2.69], [-0.92, -0.89, -3.25], [-0.48, -3.53, -0.57], [-2.05, -3.22, -2.79], [-3.00, -2.68, -2.76], [2.59, -2.51, -0.53], [3.57, -0.35, 4.86], [-5.96, -0.02, 0.74], [-0.50, -0.18, 3.38], [0.36, 2.55, 5.10], [10.03, 1.01, 4.90], [-2.67, -0.89, -3.04], [-4.45, -1.46, 1.76], [-4.59, 0.66, 2.13], [0.63, 3.85, 3.04], [0.91, 4.64, -0.51], [3.89, -3.29, 4.66], [-0.53, 3.83, -3.30], [-4.41, 1.52, -8.51], [-6.61, 1.20, -7.68], [0.89, 2.08, -2.41], [4.53, -1.58, -0.28], [2.44, -1.17, 5.62], [0.04, -2.59, -0.75], [-1.95, 1.37, -1.10], [-0.31, 3.32, 3.19], [3.22, -2.68, 4.04], [0.49, 3.56, -2.35], [3.88, -1.44, 3.74], [0.42, -0.01, -0.30], [9.21, 1.25, 6.46], [3.01, -3.20, 3.11], [-7.59, -1.82, 0.19], [1.98, -2.26, 4.79], [-2.36, -0.98, -5.49], [-1.13, 3.91, 2.79], [-3.56, -1.28, 1.15], [10.06, -0.60, 6.20], [-1.60, 0.69, -0.33], [4.69, -0.22, 5.73], [0.12, 4.01, -0.93], [9.39, 0.55, 5.66], [-2.45, 0.09, -0.01], [1.25, -2.48, 0.19], [-5.43, 3.23, -9.09], [-5.00, 2.79, -8.18], [9.37, -2.94, 6.11], [-5.60, -1.40, -1.23], [-5.51, 0.37, -8.47], [-0.68, -0.60, -4.19], [-1.25, 1.26, 0.53], [-6.07, 2.43, -7.17], [-6.87, 3.16, -7.11], [-1.36, 3.96, -2.84], [0.36, -2.60, -1.80], [-1.02, 3.67, 5.23], [-3.65, -3.10, -3.52], [7.70, 0.60, 4.28], [1.20, -1.89, 4.13], [-0.15, -0.08, -2.35], [9.80, -1.88, 5.28], [-0.24, 2.07, 2.48], [8.57, -1.27, 4.47]],
  "lowdin_charge": [-0.12, -0.22, 0.62, 0.02, 0.03, -0.23, 0.14, 0.13, 0.13, 0.58, 0.06, 0.58, -0.17, -0.32, 0.12, 0.08, 0.13, 0.14, 0.09, -0.28, 0.07, -0.13, 0.07, -0.13, 0.09, -0.19, 0.12, 0.14, -0.22, -0.22, -0.15, 0.01, -0.15, 0.67, -0.11, 0.14, -0.23, 0.14, -0.16, 0.11, 0.03, -0.27, -0.75, 0.58, -0.18, -0.20, 0.14, 0.13, 0.92, -0.16, 0.10, 0.14, 0.08, 0.14, -0.02, -0.19, -0.19, -0.16, 0.08, -0.18, -0.24, 0.07, -0.14, -0.16, -0.38, -0.20, 0.13, 0.13, 0.06, -0.22, -0.14, 0.04, 0.14, 0.11, -0.19, -0.03, -0.23, -0.03, -0.15, 0.06, -0.65, 0.13, -0.16, -0.22, -0.24, 0.59, 0.08, 0.04, -0.15, 0.13, 0.08, 0.11, 0.14, 0.03, 0.14, 0.10, -0.40, 0.59, -0.20, -0.19],
  "energy_ha": -5903.69009,
  "gap_ev": 7.75,
  "smiles": "C[C@H](O)CO[C@H](NP(C)C)[C@@H](C)OC[C@@H](Cl)[C@@H](C)Cl.O=S1(=O)OCCO1.O=S1(=O)OCCO1.O=S1(=O)OCCO1.O=S1(=O)OCCO1.O=S1(=O)OCCO1",
  "total_charge": 0,
  "lumo_energy_ev": -0.06
}

---

(3)
{
  "formula": "C22H46ClN2O2S",
  "method": "ωB97M-V/def2-TZVPD",
  "symbols": ["Cl", "H", "H", "H", "C", "H", "H", "H", "O", "H", "H", "C", "H", "H", "C", "H", "H", "H", "H", "H", "H", "H", "H", "C", "H", "H", "C", "H", "H", "C", "S", "H", "H", "H", "H", "H", "C", "H", "N", "C", "H", "C", "C", "O", "C", "H", "H", "H", "C", "C", "H", "H", "H", "H", "C", "H", "H", "C", "C", "H", "H", "H", "N", "C", "H", "C", "H", "C", "H", "C", "C", "C", "H", "H"],
  "positions_angstrom": [[1.47, 2.00, -0.78], [3.19, -2.77, -3.66], [1.02, -1.71, -3.10], [-3.80, 4.49, 5.25], [0.38, 2.53, 4.46], [0.55, 4.29, 6.71], [-1.29, -0.18, -2.28], [2.89, -5.31, -7.48], [-0.23, -4.09, -5.99], [0.56, -1.71, -4.80], [-3.67, 2.73, 5.15], [-0.03, 3.37, 6.81], [1.31, -6.01, -7.14], [0.83, -3.77, -1.73], [0.79, 1.32, 3.64], [0.27, 0.42, 3.95], [1.61, 2.11, 6.16], [-1.81, 3.09, -0.77], [1.12, 4.60, 4.63], [-1.88, 4.49, 7.00], [-2.84, 0.95, 1.41], [2.31, 3.41, 4.16], [-3.53, 3.71, 3.68], [-2.26, 0.98, -0.64], [0.69, -5.34, -2.52], [2.32, -5.97, -3.99], [0.47, -3.64, -3.85], [3.80, -5.22, -4.57], [3.76, -3.37, -5.97], [1.27, 3.71, 4.04], [0.56, 0.26, -0.98], [0.58, 1.50, 2.58], [2.29, -2.63, -6.56], [-0.87, 1.51, -2.25], [-2.25, 5.74, 4.03], [1.11, 3.96, 2.99], [-1.50, 3.62, 6.46], [-2.08, 2.76, 6.81], [-1.08, 2.78, 4.17], [-1.02, -3.49, -3.57], [-1.50, -4.46, -3.51], [-3.29, 3.67, 4.75], [2.02, -4.57, -5.68], [-1.74, 1.70, 4.02], [1.89, -5.09, -7.11], [0.04, 1.32, 6.19], [1.42, -4.37, -7.77], [0.04, 3.09, 7.86], [2.58, -2.36, -4.46], [-1.79, 3.83, 4.97], [-0.61, 5.26, 3.76], [2.17, -4.41, -2.66], [-1.52, -2.91, -4.34], [-3.33, 2.73, 0.00], [-1.08, 0.66, -1.61], [3.02, -6.50, -5.48], [-1.17, 1.30, 1.19], [2.84, -5.61, -4.88], [1.12, -2.27, -4.04], [1.87, 1.16, 3.75], [-1.15, -2.99, -2.61], [-3.07, 0.32, -0.96], [0.64, -4.41, -5.12], [-2.68, 2.43, -0.82], [0.37, -0.04, 0.32], [-1.40, 5.26, 4.50], [-1.08, 5.88, 5.33], [0.55, 2.25, 5.95], [-3.19, 2.60, -1.77], [-1.98, 0.68, 0.82], [2.71, -3.20, -5.73], [1.09, -4.34, -2.63], [2.97, -1.36, -4.66], [-1.77, -0.37, 1.01]],
  "lowdin_charge": [0.37, 0.11, 0.07, 0.10, -0.49, 0.11, 0.09, 0.10, -0.01, 0.13, 0.08, -0.16, 0.10, 0.08, -0.05, 0.09, 0.13, 0.08, 0.07, 0.13, 0.10, 0.09, 0.09, -0.43, 0.10, 0.06, -0.50, 0.09, 0.13, -0.03, 0.74, 0.05, 0.12, 0.09, 0.08, 0.09, -0.13, 0.12, -0.10, -0.04, 0.10, -0.05, -0.47, -0.04, -0.04, 0.13, 0.08, 0.12, -0.17, -0.47, 0.06, 0.07, 0.08, 0.09, -0.37, 0.08, 0.05, -0.01, -0.15, 0.09, 0.07, 0.14, -0.11, -0.05, -0.02, -0.01, 0.09, -0.13, 0.09, -0.09, -0.13, -0.03, 0.11, 0.09],
  "energy_ha": -1983.80625,
  "gap_ev": [5.17, 6.36],
  "total_charge": 1,
  "multiplicity": 3,
  "lumo_energy_ev": [-5.02, -5.02]
}

---

Q: What is the formula in the second record?
A: C22H46Cl2NO23PS5